(1)
60
Properties=species:S:1:pos:R:3 method="wB97M-V/def2-TZVPD" spin_multiplicity=3 total_charge=+2 e_tot_ev=-51063.556 e_lumo_ev="-6.281 / -7.895" e_homo_ha="-0.52593 / -0.53033" homo_lumo_gap_ev="8.03 / 6.54"
Pt 0.24471 0.59487 -1.25875
C 2.93465 2.29402 -0.55900
C 1.74831 3.12855 -0.23029
C 1.85001 4.30273 0.51669
C 0.70798 5.02634 0.80599
C -0.51623 4.59869 0.30925
C -0.55651 3.43838 -0.45300
N 0.56265 2.71999 -0.67108
C -1.76515 2.92747 -1.11498
C -2.94551 3.64420 -1.30271
C -3.98484 3.03592 -1.98950
C -3.82656 1.75955 -2.51373
C -2.61607 1.10274 -2.30250
N -1.65055 1.68821 -1.59047
C -2.24138 -0.22120 -2.81574
C -3.11422 -1.15622 -3.35614
C -2.59623 -2.35807 -3.82550
C -1.23451 -2.59315 -3.75032
C -0.40722 -1.63025 -3.17673
C 1.05960 -1.82371 -2.99576
N -0.92376 -0.49080 -2.72686
H 3.84959 2.86634 -0.44311
H 2.86458 1.91981 -1.58352
H 2.98352 1.43908 0.11639
H 2.82146 4.62680 0.85173
H 0.76891 5.92220 1.40215
H -1.41277 5.15588 0.51839
H -3.03950 4.65524 -0.94183
H -4.90900 3.56809 -2.14154
H -4.61661 1.30000 -3.08567
H -4.17349 -0.96610 -3.39319
H -3.25281 -3.10767 -4.23895
H -0.80025 -3.51085 -4.11167
H 1.49318 -2.34113 -3.84786
H 1.24298 -2.44059 -2.11385
H 1.56284 -0.85348 -2.86913
O 1.50393 -0.56229 0.13250
S 0.41897 -0.83613 1.17764
C 0.28811 -2.63893 1.27570
C -0.97710 -3.10518 1.59415
C -1.20194 -4.47058 1.64390
C -0.16887 -5.34776 1.35708
C 1.09494 -4.86809 1.05564
C 1.33677 -3.50189 1.01244
C 1.24437 -0.44900 2.72825
C 2.62463 -0.50749 2.79217
C 3.25390 -0.16303 3.97547
C 2.50205 0.23502 5.06913
C 1.11909 0.29666 4.98746
C 0.47678 -0.03974 3.80682
H -1.77112 -2.40442 1.80724
H -2.17767 -4.84132 1.90875
H -0.35140 -6.41035 1.37479
H 1.89850 -5.55994 0.86400
H 2.32048 -3.12603 0.77837
H 3.18801 -0.81583 1.92547
H 4.32788 -0.21279 4.05020
H 2.99534 0.49435 5.99132
H 0.54263 0.60382 5.84463
H -0.60008 0.00905 3.72966

---

(2)
66
Properties=species:S:1:pos:R:3 method="wB97M-V/def2-TZVPD" total_charge=+1 e_tot_ev=-52895.165 relative_energy_ev=0.090 e_lumo_ev=-4.423 e_homo_ha=-0.40370 homo_lumo_gap_ev=6.56
Pt 0.54256 0.12056 0.22759
C -4.72469 1.87791 -0.20048
C -4.16764 0.64660 0.11353
C -2.81956 0.54865 0.42152
C -2.05314 1.70472 0.42851
C -2.60001 2.94908 0.13346
C -3.94173 3.02752 -0.19123
N -0.66676 1.59573 0.76409
N -0.19409 2.56729 1.40227
C 1.15974 2.40375 1.71267
C 1.84056 3.35903 2.44030
C 3.17171 3.11783 2.74355
C 3.76795 1.94122 2.31442
C 3.02581 1.02633 1.58704
N 1.74754 1.26687 1.29755
H -5.77553 1.94575 -0.44830
H -4.78369 -0.24209 0.12379
H -2.37044 -0.40096 0.67324
H -1.97230 3.82878 0.15353
H -4.38114 3.98586 -0.43248
H 1.32184 4.25214 2.75617
H 3.73759 3.84023 3.31533
H 4.80122 1.72284 2.54127
H 3.41901 0.08895 1.21759
O 0.45786 -2.24024 1.84426
C 0.39929 -3.18995 1.09710
C 1.07091 -3.32514 -0.20646
C 0.93237 -4.55854 -0.83551
C 1.58405 -4.81500 -2.02014
C 2.42297 -3.87007 -2.59553
C 2.55949 -2.64179 -1.98960
C 1.86843 -2.31974 -0.80719
O 2.03402 -1.09847 -0.32667
N 1.39293 -6.10849 -2.68232
O 1.99114 -6.29910 -3.72266
O 0.64241 -6.90547 -2.15581
H -0.19330 -4.08100 1.38083
H 0.31529 -5.32995 -0.39254
H 2.94696 -4.11055 -3.50938
H 3.20884 -1.88758 -2.41501
C -0.14142 -0.24433 -5.48764
N -0.78061 -0.74210 -4.28496
N -0.35080 -0.32617 -3.03708
C -0.84939 -1.18264 -2.10058
O -0.71995 -1.07047 -0.84013
C -1.54480 -2.19494 -2.79520
C -1.45461 -1.90076 -4.13172
C -1.94443 -2.67258 -5.30526
C 0.17699 0.98952 -2.83986
C -0.70069 2.05969 -2.74277
C -0.19187 3.32856 -2.51341
C 1.17996 3.51436 -2.38811
C 2.04823 2.43682 -2.50046
C 1.54739 1.16388 -2.72947
H 0.03372 0.82367 -5.38875
H -0.81855 -0.40746 -6.32121
H 0.80560 -0.75297 -5.67821
H -2.04026 -3.03532 -2.34288
H -2.50579 -3.53814 -4.96437
H -1.11095 -3.02403 -5.91536
H -2.59466 -2.06438 -5.93470
H -1.76697 1.88996 -2.83119
H -0.86354 4.17363 -2.43844
H 1.57335 4.50740 -2.21377
H 3.11607 2.58566 -2.41042
H 2.20034 0.30476 -2.79471

---

(3)
63
Properties=species:S:1:pos:R:3 method="wB97M-V/def2-TZVPD" total_charge=-1 e_tot_ev=-62364.161 relative_energy_ev=0.525 e_lumo_ev=2.175 e_homo_ha=-0.10590 homo_lumo_gap_ev=5.06
Cs -0.96756 1.14609 -1.74140
C 6.44209 -1.64789 -1.88633
C 5.10266 -0.91193 -1.86476
C 5.05345 -0.04035 -0.60239
C 5.03222 -0.00940 -3.10412
C 3.91067 -1.87332 -1.86509
C 4.06664 -3.26585 -1.87813
C 2.97561 -4.12278 -1.87415
C 1.69968 -3.57935 -1.85817
S 0.15160 -4.34941 -1.84697
C -0.63437 -2.75529 -1.83413
N 0.19808 -1.76404 -1.83579
C 1.51601 -2.19213 -1.84681
C 2.62362 -1.35093 -1.84846
C -2.11442 -2.64839 -1.81719
C -2.85972 -3.83651 -1.82229
C -4.24133 -3.78773 -1.80381
C -4.86191 -2.54006 -1.78157
C -4.09191 -1.38302 -1.77633
C -2.68158 -1.35670 -1.79506
H 7.25468 -0.91798 -1.88506
H 6.54980 -2.26561 -2.78058
H 6.56642 -2.28714 -1.00967
H 5.89605 0.65631 -0.59068
H 5.10416 -0.65920 0.29594
H 4.13399 0.54332 -0.55248
H 5.87753 0.68380 -3.11650
H 4.11550 0.58041 -3.11863
H 5.06133 -0.60584 -4.01852
H 5.05655 -3.69992 -1.89147
H 3.12624 -5.19506 -1.88369
H 2.45590 -0.28052 -1.83201
H -2.37099 -4.80767 -1.84198
H -4.82481 -4.70049 -1.80974
H -5.94681 -2.48028 -1.77048
H -4.63315 -0.43554 -1.76307
O -0.08357 1.28446 1.33512
S -1.52022 1.01861 1.64936
C -1.63925 0.82447 3.42633
C -2.69860 0.10961 3.95544
C -2.80283 -0.01684 5.33603
C -1.84020 0.55082 6.15685
C -0.76666 1.24259 5.60720
C -0.66085 1.38249 4.23179
C -2.36671 2.59461 1.53561
C -3.75351 2.62262 1.59473
C -4.40269 3.83552 1.43557
C -3.66805 4.99021 1.18963
C -2.28700 4.93799 1.09855
C -1.62284 3.73029 1.27470
H -3.42666 -0.35159 3.29823
H -3.62811 -0.56994 5.76535
H -1.91837 0.44398 7.23154
H -0.01119 1.67324 6.25202
H 0.16919 1.90493 3.77212
H -4.31782 1.70856 1.74090
H -5.48389 3.87448 1.46861
H -4.18113 5.92729 1.01750
H -1.72298 5.82056 0.83057
H -0.55002 3.65284 1.15750
F -0.52603 5.43099 -1.69480
B -1.39362 4.45900 -2.17525
F -2.63833 5.05864 -2.23963

---

(4)
64
Properties=species:S:1:pos:R:3 method="wB97M-V/def2-TZVPD" total_charge=-2 e_tot_ev=-114545.604 relative_energy_ev=1.676 e_lumo_ev=3.880 e_homo_ha=0.00209 homo_lumo_gap_ev=3.82
Cs 0.71385 0.63362 0.59804
C -2.95216 0.56322 2.04996
C -1.87973 0.31509 3.06972
C -1.84877 0.96739 4.28906
C -0.76680 0.75289 5.14123
C 0.25235 -0.07712 4.74140
C 0.13496 -0.72238 3.50249
N -0.91764 -0.55081 2.71250
C 1.21374 -1.63847 3.01359
C 2.06712 -2.27420 3.93029
C 3.04269 -3.11027 3.44632
C 3.18757 -3.26069 2.06915
C 2.25602 -2.64705 1.24131
N 1.22605 -1.95442 1.72022
C 2.40214 -2.66123 -0.25596
C 3.54652 -3.17409 -0.86976
C 3.64518 -3.09752 -2.24958
C 2.63766 -2.48492 -2.97245
C 1.54970 -1.95087 -2.28361
C 0.49350 -1.15535 -2.98464
N 1.43740 -2.07110 -0.96378
H -3.89273 0.85372 2.52243
H -3.10728 -0.32223 1.43736
H -2.66676 1.35666 1.35261
H -2.64807 1.65010 4.55185
H -0.69912 1.28278 6.08389
H 1.16956 -0.15967 5.30258
H 1.97075 -2.06630 4.98476
H 3.72909 -3.60243 4.12489
H 3.99726 -3.85504 1.67290
H 4.35277 -3.59260 -0.28755
H 4.52047 -3.49175 -2.75299
H 2.70340 -2.38000 -4.04759
H 0.22574 -1.58534 -3.95114
H 0.87838 -0.14821 -3.17123
H -0.39876 -1.04803 -2.37176
I -3.38106 -1.50139 -1.50805
C -4.00472 0.11907 -2.68010
C -5.11603 -0.03320 -3.46339
C -5.54629 1.03037 -4.28166
C -4.84580 2.20196 -4.29526
C -3.69296 2.37134 -3.48978
C -2.96331 3.58223 -3.52001
C -1.85265 3.71394 -2.73185
C -1.44974 2.65483 -1.88578
C -2.08922 1.43018 -1.78360
C -3.23903 1.32189 -2.63625
H -5.65972 -0.96958 -3.45499
H -6.42883 0.90503 -4.89939
H -5.16134 3.02674 -4.92802
H -3.29726 4.38293 -4.17364
H -1.27282 4.63272 -2.74810
H -0.55069 2.85395 -1.29789
N 5.01415 0.30429 0.39071
C 4.95661 1.67801 -0.09798
C 4.45730 1.70660 -1.53775
O 4.45678 2.68737 -2.24524
O 4.01821 0.52042 -1.95039
H 4.42490 0.24371 1.24319
H 5.95844 0.02587 0.61842
H 4.21719 -0.06654 -1.15941
H 5.90905 2.21117 -0.07712
H 4.24635 2.22759 0.52848
Se 2.88820 1.00484 2.86384

---

(5)
64
Properties=species:S:1:pos:R:3 method="wB97M-V/def2-TZVPD" spin_multiplicity=2 e_tot_ev=-161459.122 relative_energy_ev=0.103 e_lumo_ev="0.042 / 0.030" e_homo_ha="-0.27978 / -0.26131" homo_lumo_gap_ev="7.65 / 7.14"
Mn -0.01993 0.02627 -0.21932
O -1.30127 -2.42111 -0.32488
C -1.54876 -1.21643 -0.26215
C -2.97740 -0.76458 -0.13380
C -4.04605 -1.60452 0.15885
C -5.31555 -1.06519 0.29196
C -5.51851 0.30527 0.13229
C -4.45418 1.14260 -0.17034
C -3.18208 0.59868 -0.30806
P -1.64038 1.46880 -0.73408
C -1.84101 3.08673 0.09525
C -2.39916 4.20315 -0.52274
C -2.56250 5.38758 0.18306
C -2.17185 5.46616 1.51186
C -1.61628 4.35761 2.13576
C -1.44961 3.17504 1.43116
C -1.84529 1.90694 -2.49378
C -0.82453 2.65094 -3.08669
C -0.88105 2.97953 -4.43061
C -1.95563 2.55672 -5.20341
C -2.96834 1.80885 -4.62396
C -2.91565 1.48636 -3.27330
H -3.86279 -2.66373 0.29007
H -6.15606 -1.70514 0.52994
H -6.51269 0.71820 0.24783
H -4.61381 2.20808 -0.29024
H -2.70155 4.14968 -1.56135
H -2.99457 6.25048 -0.30764
H -2.29753 6.39137 2.05974
H -1.30786 4.41438 3.17202
H -1.02062 2.30770 1.91590
H 0.02592 2.96556 -2.49122
H -0.08203 3.55680 -4.87782
H -1.99866 2.80648 -6.25582
H -3.80487 1.47128 -5.22259
H -3.70992 0.89713 -2.83285
Cl 3.44346 0.95928 6.19409
C 2.38867 0.70350 4.83256
C 1.00683 0.52371 5.05645
C 0.15241 0.32150 4.01375
C 0.61475 0.29129 2.66199
O -0.23612 0.11277 1.72179
C 2.01451 0.47002 2.46320
C 2.59630 0.42918 1.16935
O 2.01232 0.27155 0.08546
C 2.87992 0.67288 3.56655
H 0.63452 0.54648 6.07257
H -0.90780 0.17819 4.17656
H 3.69105 0.54013 1.13283
H 3.94001 0.80638 3.38663
C -0.15478 -3.72665 -2.92203
As 1.14463 -2.40356 -2.42435
C 1.87544 -2.93024 -0.72860
C 2.58267 -2.64467 -3.68434
S 0.42530 -0.42072 -2.55471
H 0.29947 -4.71621 -2.87706
H -0.48129 -3.50870 -3.93733
H -0.98738 -3.65182 -2.22768
H 2.28224 -3.93692 -0.82393
H 1.07192 -2.91256 0.00463
H 2.66263 -2.22804 -0.46479
H 2.92031 -3.68051 -3.67959
H 3.39890 -1.98051 -3.40806
H 2.22077 -2.37413 -4.67423

---

(6)
78
Properties=species:S:1:pos:R:3 method="wB97M-V/def2-TZVPD" e_tot_ev=-158982.552 relative_energy_ev=1.258 e_lumo_ev="-2.037 / -2.536" e_homo_ha="-0.28628 / -0.26374" homo_lumo_gap_ev="5.75 / 4.64"
Mg -0.66226 -0.37701 0.37404
N 1.67154 -1.18721 2.62774
C 2.11964 -1.23571 1.32574
C 3.40244 -1.76541 1.12454
C 3.91734 -1.81161 -0.15116
C 3.14694 -1.31791 -1.19716
C 1.90574 -0.79141 -0.90176
N 1.38954 -0.75301 0.32694
C 0.46884 -0.84851 3.19014
C 0.33394 -1.05051 4.57604
C -0.85336 -0.72771 5.19034
C -1.89406 -0.23151 4.40884
C -1.67656 -0.07221 3.05674
N -0.51946 -0.34751 2.45724
H 2.34984 -1.52781 3.29684
H 3.97374 -2.12941 1.96484
H 4.89494 -2.23091 -0.33096
H 3.49884 -1.35461 -2.21426
H 1.27104 -0.39681 -1.68256
H 1.16204 -1.46141 5.13364
H -0.97266 -0.86791 6.25294
H -2.84626 0.01719 4.84574
H -2.46006 0.27979 2.40334
F -2.94966 2.52029 -1.15416
C -2.66326 1.56549 -2.06186
F -1.52226 1.95799 -2.65156
F -3.62166 1.58709 -2.97666
S -2.42106 -0.12831 -1.25566
O -1.02816 -0.37901 -1.56916
O -3.36326 -0.99571 -1.85686
O -2.60616 0.17619 0.15104
C -3.47096 3.23549 1.83954
Si -1.59316 3.61989 1.74044
C -0.86886 3.55209 3.53224
C -1.48356 5.41909 1.05304
As -0.35966 2.17419 0.27344
Si 1.82364 2.94809 0.89864
C 2.57824 2.19389 2.51164
C 2.09444 4.85019 1.02724
C 2.92224 2.43149 -0.58566
H -3.93586 3.70129 2.70464
H -3.65876 2.16699 1.88794
H -3.97296 3.61289 0.95384
H -1.48546 4.10509 4.23374
H 0.13144 3.97239 3.56464
H -0.80986 2.52469 3.88494
H -2.11116 6.11039 1.60784
H -1.81536 5.42869 0.01644
H -0.46956 5.80239 1.07464
H 2.80734 2.97299 3.22924
H 3.50584 1.67199 2.29974
H 1.90354 1.49269 2.99354
H 1.62494 5.27529 1.90674
H 1.69184 5.35729 0.15584
H 3.15284 5.08329 1.07574
H 2.55744 1.50019 -1.01116
H 3.96634 2.29649 -0.32446
H 2.87174 3.18829 -1.36326
F -3.12076 -5.02191 -3.71536
C -1.88126 -4.51321 -3.69896
C -1.10916 -4.63061 -4.82796
F -1.63576 -5.24921 -5.89446
C 0.22724 -4.14981 -4.90576
C 0.69384 -3.51981 -3.72246
C -0.07736 -3.41651 -2.59776
F 0.48684 -2.87311 -1.49006
C -1.40576 -3.89001 -2.51956
C -2.17396 -3.73611 -1.33596
C -1.71336 -2.97251 -0.28936
N -1.32746 -2.34071 0.60564
C -3.43256 -4.32471 -1.12556
N -4.42466 -4.84401 -0.87056
F 1.93704 -3.00211 -3.68376
C 1.03794 -4.32361 -6.04476
C 0.60734 -4.89481 -7.25256
N 0.34464 -5.34291 -8.27876
C 2.39844 -3.98721 -6.07786
N 3.52554 -3.76951 -6.15856